Record 1
Density functional theory data (wB97M-V/def2-TZVPD) for a structure of composition C43H57BaF7N4O3PS2SeSi2 in a non-equilibrium geometry.

Results
highest occupied orbital energy (alpha / beta)	-3.5 / -3.5	eV
<S²>	0.7626
total charge	-2
energy above the lowest of the compared OMol25 structures with the same formula, charge and spin	5.5	kJ/mol
spin multiplicity	2

Last column: Mulliken spin population.
Geometry (Å):
F 1.530 0.508 -0.965  0.000
S 3.089 -2.895 0.688  0.000
C -4.142 1.261 -2.929  0.000
O 0.707 -1.701 -2.500  0.000
H -2.279 3.431 3.986  0.005
H 2.939 0.365 4.953  -0.001
C -2.964 1.654 7.576  0.074
N -2.986 1.427 -2.100  0.000
C 0.513 0.445 -4.816  0.000
H -3.593 2.252 9.609  -0.001
H 1.574 0.339 -5.016  0.000
C -3.450 0.262 7.731  0.002
S -3.266 -0.909 -0.789  0.000
H 1.398 0.201 3.890  -0.009
H -0.386 -0.553 -7.216  0.000
C 1.565 -6.456 2.887  0.000
H -0.979 0.774 0.353  0.001
H 5.435 -2.199 -3.929  0.000
H 5.271 -0.268 3.949  0.000
C -1.949 -6.216 -3.791  0.000
H 5.382 1.650 -3.208  0.000
C -2.513 0.569 -1.176  0.000
Ba -0.018 -1.506 -0.141  -0.002
H -2.187 -0.046 -5.301  0.000
H 1.517 -4.255 -6.129  0.000
Si 3.381 1.395 2.952  -0.005
F -6.533 7.464 -1.713  0.000
C -3.221 2.613 8.631  -0.030
F -6.813 5.496 -0.751  0.000
H -2.709 -5.692 -5.816  0.000
H -1.897 -0.962 -3.789  0.000
H 4.368 -4.742 2.391  0.000
H 3.302 -1.586 -3.285  0.000
H 5.819 -3.482 -6.189  0.000
H 4.312 -0.611 2.402  0.000
C -3.132 3.975 8.460  0.078
C -2.286 2.694 -2.069  0.000
F -5.971 6.566 -3.641  0.000
H 1.125 -7.238 3.468  0.000
O 0.268 -3.879 0.833  0.000
C -2.611 4.434 7.212  -0.034
H 2.875 0.627 -3.069  0.000
C -2.559 2.122 6.329  -0.067
C -0.336 -3.870 -4.112  0.000
H 3.009 3.782 3.208  0.000
H -4.592 2.210 -3.175  0.000
C 4.673 -2.506 -4.618  0.000
H 4.164 3.276 4.407  0.000
N 1.162 -4.505 1.617  0.000
H -2.534 -7.123 -3.694  0.000
H -4.317 0.291 8.505  0.001
C -2.296 3.522 6.221  0.018
C 3.314 -4.997 2.356  0.000
C 2.750 1.009 -0.982  0.000
H -4.571 5.212 9.441  0.006
C 3.670 -3.927 -6.319  0.000
H 1.073 -1.594 -6.894  0.000
H -3.788 -0.102 6.742  0.009
P -6.402 5.955 -2.198  0.000
H -0.844 3.807 4.853  0.006
N -1.437 1.060 -0.623  0.001
F -4.830 6.035 -1.860  0.000
H -2.935 3.504 -1.560  0.000
H -0.640 -2.276 -6.838  0.000
H -2.609 5.485 7.061  -0.002
C 2.234 -2.832 -4.687  0.000
H 5.681 0.628 2.355  0.000
C -2.020 -5.422 -4.945  0.000
C -1.031 -5.809 -2.829  0.000
F -7.917 5.727 -2.687  0.000
C 2.896 -6.126 2.935  0.000
H -1.985 3.137 -3.002  0.000
O -0.014 0.419 1.493  0.002
H -0.746 -6.348 -1.939  0.000
Se -2.109 0.874 4.885  0.934
H -0.324 -5.768 2.046  0.000
C 5.257 2.077 -1.103  0.000
H 1.770 1.607 5.028  0.002
H -3.489 4.328 10.540  0.001
H 6.292 2.379 -1.038  0.000
H -0.245 2.382 -1.732  0.000
H -3.859 0.621 -3.761  0.000
H 1.653 1.066 1.323  0.000
C 2.513 -4.178 1.578  0.000
C 4.785 -3.297 -5.771  0.000
H -2.003 5.074 4.773  0.001
H 5.140 2.272 1.104  0.000
C 0.727 -5.606 2.278  0.000
C -1.244 -4.272 -5.050  0.000
C -0.267 -4.657 -2.960  0.000
H 0.033 1.288 -5.373  0.000
F -6.185 4.424 -2.681  0.000
C -0.167 -0.914 -5.177  0.000
H -2.284 -1.795 -5.296  0.000
C -1.110 2.353 -1.142  0.000
C 3.347 1.417 0.228  0.000
C -3.541 4.892 9.558  -0.004
H -1.377 -3.693 -5.993  0.000
H -4.922 0.749 -2.265  0.000
N 2.676 1.155 1.391  0.001
H 3.552 -6.723 3.594  0.000
H -2.934 5.816 9.615  0.002
C -1.850 4.019 4.846  -0.003
C 2.191 0.849 4.276  0.011
H 0.505 -4.443 -2.250  0.000
C 4.654 1.940 0.144  0.000
Si 0.607 -2.200 -3.983  0.000
H 4.733 3.581 2.786  0.000
C 4.723 1.583 -2.291  0.000
C 3.381 -2.217 -4.179  0.000
H -0.527 0.843 2.231  0.002
H 3.752 -4.478 -7.303  0.000
H -2.694 -0.370 8.162  0.002
C 3.484 1.036 -2.213  0.000
C 4.695 0.161 2.924  0.000
H -1.035 3.031 -0.294  0.000
C 2.423 -3.716 -5.774  0.000
C -1.702 -0.947 -4.848  0.000
C 0.024 -1.328 -6.625  0.000
H 0.384 0.670 -3.758  0.000
C 3.861 3.166 3.345  0.000

---

Record 2
Density functional theory data (wB97M-V/def2-TZVPD) for a structure of composition C43H57Cl3MgO3P3Si in a non-equilibrium geometry.

Results
highest occupied orbital energy	-2.9	eV
total charge	-1
spin multiplicity	1

Last column: Mulliken charge in e.
Geometry (Å):
H 14.973 15.151 8.398  0.474
O 9.138 10.651 13.971  -0.373
H 12.337 5.822 11.503  0.441
H 10.988 6.545 10.780  0.475
Mg 11.083 11.246 13.151  1.442
C 14.843 15.321 14.234  0.468
H 6.374 7.816 9.318  0.553
C 14.947 13.909 14.250  -0.541
P 12.198 13.098 8.517  0.743
H 5.490 14.064 13.410  0.199
H 10.744 8.348 8.586  0.038
C 14.309 12.370 10.109  -1.790
H 7.953 14.976 12.988  0.495
H 12.526 6.585 10.011  0.421
H 14.074 9.363 6.027  0.299
C 12.272 11.413 8.028  0.059
H 11.617 9.115 15.334  0.386
Cl 16.104 16.198 14.869  -0.263
H 14.499 7.830 11.341  0.420
Cl 13.841 11.369 13.990  -0.226
C 13.768 15.927 13.585  -0.637
H 5.139 10.639 13.431  0.529
H 12.834 7.962 14.723  0.206
C 9.478 8.492 11.552  0.545
C 6.047 11.910 11.960  1.122
C 12.056 6.679 10.985  -2.086
H 13.537 12.544 10.851  0.147
H 14.680 13.106 8.030  0.281
C 12.247 14.118 6.865  0.687
C 12.626 13.379 5.578  -1.543
C 13.217 9.706 6.625  -1.241
H 5.078 15.000 11.912  0.188
C 7.606 12.844 9.821  0.808
H 14.047 9.197 12.256  0.218
H 4.637 12.112 10.294  0.382
C 4.678 12.232 11.353  -1.634
H 10.599 15.211 7.690  0.314
H 10.223 5.748 14.335  0.429
C 6.555 13.443 9.101  -0.513
Cl 11.639 16.036 11.880  -0.177
C 5.861 14.847 12.703  -1.583
H 3.971 11.573 11.770  0.579
H 12.413 7.785 6.819  0.436
C 14.449 14.771 9.268  -1.712
H 10.526 6.044 12.670  0.565
C 12.840 15.182 12.841  0.048
H 6.434 11.040 11.388  -0.501
H 13.091 14.797 7.111  0.211
C 13.771 8.207 12.057  -1.465
H 7.486 12.573 5.955  0.424
C 9.123 9.415 10.533  0.487
H 15.084 14.827 10.122  0.439
H 7.145 6.169 11.053  0.490
C 5.878 11.435 13.455  -1.413
C 10.746 7.728 14.061  0.908
H 11.807 12.690 5.265  0.266
H 6.985 15.576 10.135  0.254
H 5.830 13.877 7.129  0.455
C 7.573 12.602 7.028  -0.976
H 9.739 7.973 14.515  0.520
H 14.057 11.671 6.896  0.582
H 8.604 15.912 10.917  0.040
H 11.629 7.403 15.904  0.429
C 7.649 7.063 10.935  -1.165
H 11.106 15.835 6.139  0.412
H 13.596 12.896 5.597  0.364
H 5.904 15.781 13.311  0.513
C 8.623 12.103 9.163  -0.403
C 6.583 13.419 7.726  -1.252
C 7.988 9.102 9.774  0.103
H 7.227 16.766 11.484  0.408
P 10.947 8.793 12.554  -0.217
H 5.689 14.019 9.597  0.468
H 15.833 13.393 14.645  0.344
C 10.938 14.831 6.687  -1.442
O 11.826 12.974 12.615  0.265
H 4.369 13.267 11.554  0.145
H 7.812 9.721 8.887  0.311
H 6.855 11.012 13.888  0.001
H 12.618 14.160 4.799  0.480
H 12.192 8.751 10.665  -1.323
C 14.072 13.314 8.960  0.686
C 11.823 8.110 15.076  -1.613
P 7.550 12.933 11.669  0.782
C 9.605 11.066 15.114  -0.323
H 9.245 11.276 7.192  0.279
C 10.886 6.305 13.678  -2.096
C 12.335 8.072 11.548  2.778
C 11.323 10.466 8.621  0.474
C 11.415 9.183 8.115  0.666
H 13.810 7.558 12.963  0.269
C 8.539 11.942 7.748  0.023
H 8.946 11.033 15.967  0.450
C 7.549 15.736 11.097  -1.195
C 13.281 10.977 7.162  -0.558
O 10.789 11.375 15.305  -0.558
C 12.311 8.790 7.122  -0.964
H 15.350 12.519 10.531  0.564
H 14.382 11.405 9.705  0.413
C 7.205 7.969 9.953  -1.053
C 8.655 7.364 11.796  -0.735
H 5.453 12.232 14.031  0.360
C 12.812 13.699 13.042  -0.756
H 8.683 6.871 12.735  0.499
Si 10.052 11.033 9.978  -1.680
H 13.538 15.383 9.494  0.156
H 10.212 14.207 6.202  0.357
C 7.264 14.678 12.193  0.853
H 13.635 16.973 13.728  0.446
H 11.908 5.970 13.803  0.369
C 13.897 13.097 13.787  0.876

---

Record 3
Density functional theory data (wB97M-V/def2-TZVPD) for a structure of composition C43H57ClIN4O2PSSiTi in a non-equilibrium geometry.

Results
highest occupied orbital energy (alpha / beta)	-5.5 / -6.9	eV
<S²>	2.0234
energy above the lowest of the compared OMol25 structures with the same formula, charge and spin	84.6	kJ/mol
spin multiplicity	3

Last column: Mulliken spin population.
Geometry (Å):
C -0.900 3.582 -5.403  0.001
H 1.001 2.809 -2.710  0.001
H 1.799 -5.397 -0.279  0.000
H 0.312 -5.998 0.461  0.000
H -6.769 3.199 0.201  0.000
H 0.036 -3.575 -3.133  -0.001
H 7.349 1.052 -2.510  0.000
H -2.671 -4.299 1.290  0.006
C 1.152 -5.313 0.595  0.000
H -1.154 -6.092 -1.689  0.000
C -2.279 3.088 -3.497  -0.001
C 1.933 -2.977 0.821  -0.003
C 2.450 1.668 0.045  0.060
H -3.479 -2.683 -0.448  -0.005
C -0.366 -0.531 -2.701  0.010
H 3.188 2.172 -0.567  0.010
C 0.169 4.841 -0.633  -0.002
H 1.218 3.479 -5.074  0.000
H 0.455 -1.184 -3.001  -0.003
C -5.253 1.810 -0.394  0.004
C -0.169 4.763 2.122  0.000
H 0.891 6.632 2.155  0.000
H 6.489 -1.356 0.457  0.000
I -1.927 -1.051 -4.142  0.024
H -3.841 -1.731 3.581  0.013
C -2.041 -1.158 5.549  -0.002
H -3.046 3.574 -5.432  0.000
H 0.786 -4.855 -2.191  0.000
H -5.926 0.968 -0.497  0.000
N -1.636 -0.621 1.298  0.032
H -3.038 -0.829 5.869  0.001
C 5.666 -0.690 0.726  0.001
H 0.015 0.014 4.204  0.003
H 0.744 -3.927 2.973  0.001
H 1.947 3.992 2.811  0.000
H 1.664 -1.944 1.050  0.024
C -5.719 3.058 -0.019  -0.001
H -0.428 -2.777 2.328  0.005
C -2.535 -5.024 0.483  -0.006
H 5.629 -0.238 -3.211  0.000
C -3.002 2.705 -0.594  -0.003
H 3.780 3.511 1.345  0.003
H 1.194 6.692 -0.299  0.000
C -3.501 3.958 -0.245  -0.003
C 1.410 1.250 2.159  0.049
C 6.723 0.716 -1.688  0.000
C 2.389 1.895 1.442  0.132
H -5.208 5.116 0.316  0.000
H -1.800 -5.766 0.800  0.000
C -4.843 4.134 0.047  0.001
H -1.820 -4.969 -2.884  0.000
H -4.197 -3.999 -1.383  0.000
H -1.125 -0.721 7.208  0.000
H 0.283 4.903 -1.705  -0.001
C -0.781 -0.306 3.548  0.079
H -3.264 2.969 -3.066  0.000
C -0.499 3.765 -0.058  0.000
H -1.981 -2.244 5.700  0.002
C 0.235 3.370 -4.634  0.004
H -0.331 4.742 3.193  -0.001
C 0.012 -3.763 2.172  -0.010
C -1.898 -0.889 4.083  0.046
P -1.241 2.339 -0.963  0.004
C -0.655 3.737 1.330  0.030
C -2.121 -4.338 -0.823  -0.019
N 5.756 -0.234 -2.214  0.000
C -3.278 -3.419 -1.229  0.039
H 5.270 -1.010 1.687  0.000
Cl -3.335 0.109 -1.232  0.009
H 7.376 0.257 -0.946  0.000
H -2.830 4.807 -0.211  0.000
H 1.724 -5.651 1.468  0.000
C 0.684 -3.869 0.799  -0.012
C 0.678 5.860 0.163  0.000
H -0.809 3.850 -6.447  0.000
H 1.324 1.431 3.223  0.006
N 0.596 0.162 0.159  0.062
O -1.030 -0.492 6.280  0.001
C 0.559 -3.787 -2.198  0.007
C -1.147 2.893 -2.712  -0.001
C 0.487 0.410 1.514  0.136
H -0.774 -4.507 2.289  -0.001
C -3.908 1.648 -0.673  -0.005
H 6.053 0.324 0.837  -0.001
C -2.155 3.430 -4.836  0.000
H 6.236 1.587 -1.240  0.000
H -3.488 -5.548 0.341  0.000
H 2.637 -3.326 1.588  0.002
H -3.060 -2.895 -2.161  0.000
C 0.506 5.829 1.539  0.004
H 1.506 -3.247 -2.235  0.002
Ti -0.952 -0.676 -0.674  1.208
C 0.114 3.010 -3.302  0.008
H -2.900 -6.014 -1.952  0.000
H -0.107 0.475 -3.036  -0.005
H -3.526 -1.452 1.175  0.015
C 3.348 2.848 2.106  -0.024
C -0.653 -0.171 2.153  0.041
H -1.186 2.906 1.785  -0.026
C 1.573 0.794 -0.528  0.032
H 1.639 0.552 -1.580  -0.003
C -2.929 -1.289 3.204  0.069
N 4.587 -0.760 -0.242  0.001
H 4.168 2.297 2.574  0.005
H 3.725 -1.176 0.073  -0.002
H 2.440 -3.005 -0.147  -0.001
Si -0.471 -3.236 -0.670  -0.065
S 3.386 -1.301 -2.506  0.001
C -2.747 -1.136 1.858  0.006
C 4.661 -0.722 -1.583  0.001
C -1.983 -5.415 -1.902  -0.002
O 2.762 3.602 3.151  0.002

---

Record 4
Density functional theory data (wB97M-V/def2-TZVPD) for a structure of composition C43H58NO3P3S5SbSiTi in a non-equilibrium geometry.

Results
highest occupied orbital energy (alpha / beta)	-0.3 / -1.5	eV
<S²>	0.7698
total charge	-2
energy above the lowest of the compared OMol25 structures with the same formula, charge and spin	111.4	kJ/mol
spin multiplicity	2

Last column: Mulliken spin population.
Geometry (Å):
H 4.115 2.134 1.724  0.000
H -3.307 -1.492 -2.588  0.009
H -6.007 2.131 -1.579  0.000
S 2.946 -0.809 2.989  0.003
C 0.152 4.153 -1.096  0.000
H -0.855 3.098 5.531  0.000
H -5.523 -0.779 1.203  0.002
H 3.571 0.055 0.684  -0.001
S 4.861 -3.825 1.567  0.002
C -3.094 2.899 -0.057  0.000
H 4.139 0.879 -2.815  0.000
H 3.888 -1.303 -4.044  0.000
C 2.378 0.858 -4.045  0.000
H -3.546 0.373 -4.560  0.000
N -0.489 -2.585 -0.079  0.029
H -2.862 -0.944 -5.511  0.001
C -1.048 1.424 -3.683  0.005
H 5.780 0.924 0.317  0.000
C 0.564 2.838 -0.939  0.000
C -4.956 2.087 -1.321  0.000
H -1.778 0.972 4.763  0.000
C -2.790 1.084 -1.597  -0.008
C 3.430 -1.137 -3.065  -0.001
H -4.365 -1.188 -4.628  0.000
C -0.656 2.149 1.779  0.003
C -3.851 -3.983 -0.765  0.178
H -1.146 -2.245 -4.598  -0.003
H -0.258 -2.666 2.481  0.004
H -5.232 1.449 2.322  0.000
C 2.178 4.702 -2.242  0.000
C -0.793 2.833 4.484  0.000
H 3.691 3.085 0.286  0.000
Sb 2.699 -3.161 1.847  0.000
H -3.546 -0.848 4.570  0.000
H -4.754 -1.545 2.597  0.001
H 0.240 4.626 3.922  0.000
H -4.312 0.824 3.692  0.000
C 2.604 3.394 -2.099  0.000
C 0.943 5.083 -1.745  0.000
H 2.111 1.908 -3.958  0.000
O 0.597 -4.088 -1.810  0.012
H 2.488 -1.690 -3.026  0.000
H 0.607 6.108 -1.855  0.000
H -2.689 3.574 0.687  0.000
C -2.602 -1.186 -3.369  -0.015
H 1.470 0.270 -4.128  0.000
S 2.369 -2.074 -0.316  0.002
Ti 0.396 -0.891 0.082  0.067
H 0.081 -1.707 3.944  0.000
H -0.094 1.753 -3.251  -0.002
H -2.947 2.458 -4.028  0.000
C -3.366 -6.357 -0.777  0.294
H -1.931 3.186 -2.791  0.000
O 0.817 -4.719 0.558  -0.002
P 2.261 0.675 -1.223  -0.001
C -0.185 3.690 3.584  0.000
C -4.231 1.181 2.668  0.000
C -0.123 3.341 2.245  0.000
P -1.816 -0.322 1.972  0.045
C -2.476 -3.718 -0.593  -0.050
C -1.810 -2.469 -0.412  0.209
H -0.749 -3.274 4.072  0.000
C -1.243 1.268 2.705  0.005
H -2.634 -2.380 2.735  -0.010
C 5.095 0.868 -0.530  0.000
H -0.445 -0.116 -5.098  -0.001
H -3.724 -7.375 -0.832  0.038
H 4.078 -1.553 -2.299  0.000
H -1.953 -0.964 5.345  0.001
H 2.435 2.239 1.210  -0.001
H -3.621 2.080 2.668  -0.001
H -1.280 -6.917 -0.622  -0.006
H 2.956 0.734 -4.963  0.000
C -4.426 2.993 -0.419  0.000
C -1.997 -6.108 -0.648  -0.144
H 5.281 -0.075 -1.038  0.000
H 2.812 5.430 -2.735  0.000
C -1.918 2.676 -3.749  0.001
H -1.498 3.362 -4.488  0.000
C 1.799 2.452 -1.463  0.000
H 5.307 1.705 -1.197  0.000
H -1.669 0.992 -5.718  0.000
H -2.918 -2.411 5.084  -0.001
S 0.042 -4.085 -0.481  0.019
H -5.328 -5.497 -0.948  -0.007
H -1.078 -2.672 -2.894  0.001
C -4.140 1.138 -1.915  0.000
H 3.576 3.109 -2.478  0.000
C 3.180 0.353 -2.853  0.001
C -0.640 -2.372 3.465  -0.009
C -1.316 1.628 4.044  -0.001
H -5.061 3.749 0.024  0.000
C -1.755 -2.414 -3.710  0.009
S 1.268 -0.052 2.125  -0.002
C -3.647 0.129 1.728  -0.010
C 3.464 2.181 0.852  0.001
H -4.580 0.438 -2.606  0.000
C -1.989 -1.681 3.292  0.002
C -3.389 -0.702 -4.591  -0.001
H -2.393 -3.280 -3.893  0.003
H -3.628 0.563 0.727  -0.002
H 0.002 1.522 -5.575  0.000
C -0.776 0.921 -5.101  0.002
H -4.550 -3.161 -0.815  0.062
H -0.808 4.454 -0.701  0.000
Si -0.501 1.495 -0.031  -0.010
C -4.270 -5.287 -0.842  -0.094
C -4.565 -1.086 1.629  -0.001
P -1.527 0.038 -2.398  0.020
C -1.580 -4.811 -0.558  0.191
H 0.364 4.005 1.544  0.000
H -4.122 -1.823 0.965  -0.002
C -2.270 1.941 -0.626  0.002
C -2.642 -1.446 4.654  0.000
O -2.322 -1.309 -0.528  0.157
C 3.671 0.919 0.016  0.003

---

Number 1: energy -189407.42709 eV. Number 2: energy -130416.65702 eV. Number 3: energy -127311.49228 eV. Number 4: energy -172742.99523 eV.